No. 1
Here is 4 unconnected molecules or ions with the total composition C35H78BN6O13S2Si from the Open Molecules 2025 dataset. Energies are from ωB97M-V/def2-TZVPD.

Geometry as XYZ:
```
136
Properties=species:S:1:pos:R:3:lowdin_charge:R:1
C 4.18 4.31 -5.59 -0.047
C 3.59 3.54 -4.43 -0.220
O 2.50 4.23 -3.80 0.128
B 2.73 5.03 -2.76 -0.678
O 3.96 5.60 -2.47 0.184
N 1.59 5.38 -1.84 0.306
C 1.00 4.61 -0.96 -0.277
N -0.03 5.18 -0.25 0.128
C -1.09 4.27 0.21 -0.253
C -2.13 4.98 1.10 -0.147
C -3.56 4.94 0.54 -0.158
C -4.64 4.83 1.66 -0.270
N -5.61 5.93 1.71 -0.008
C -0.55 2.93 0.75 -0.340
C -1.74 2.00 0.93 -0.174
O -1.21 0.75 1.30 -0.164
O -2.27 0.01 1.90 0.023
C 0.14 2.99 2.16 -0.155
S 0.72 4.52 2.87 0.703
O 1.06 4.22 4.23 -0.309
O 1.72 5.13 2.03 -0.339
C 0.43 2.35 -0.32 -0.200
Si -0.33 1.39 -1.81 0.619
C -1.85 2.16 -2.62 -0.164
C -0.75 -0.38 -1.33 -0.149
C 0.98 1.27 -3.17 -0.144
N 1.44 3.34 -0.81 0.004
C 2.76 3.20 -0.12 -0.127
C 3.62 2.12 -0.75 -0.173
C 5.00 2.02 -0.09 -0.180
C 5.40 0.55 0.04 -0.196
C 4.55 -0.18 1.11 -0.201
C 5.35 -1.00 2.14 -0.245
C 4.90 -0.80 3.58 -0.449
S 3.45 -1.80 4.02 1.000
C 4.26 -3.13 4.79 -0.689
N 5.40 -3.11 5.39 0.056
N 5.63 -4.43 5.80 0.069
C 4.61 -5.10 5.42 -0.178
O 3.69 -4.35 4.77 0.007
H 3.44 4.47 -6.37 0.088
H 4.59 5.27 -5.26 0.078
H 5.02 3.75 -5.99 0.090
H 3.22 2.59 -4.80 0.121
H 4.38 3.31 -3.72 0.115
H 4.03 6.47 -2.88 0.126
H 1.24 6.33 -1.88 0.173
H 0.30 5.82 0.46 0.128
H -1.65 4.00 -0.69 0.116
H -2.09 4.53 2.09 0.088
H -1.80 6.01 1.23 0.119
H -3.75 5.88 0.04 0.111
H -3.68 4.12 -0.16 0.101
H -5.22 3.92 1.49 0.107
H -4.18 4.74 2.64 0.106
H -5.15 6.78 1.99 0.066
H -5.94 6.11 0.76 0.066
H -2.35 2.35 1.77 0.138
H -2.40 1.96 0.06 0.118
H -2.32 -0.77 1.33 0.100
H -0.53 2.60 2.92 0.118
H 1.02 2.36 2.22 0.112
H -0.35 5.36 2.90 0.076
H 1.02 1.59 0.19 0.119
H -1.96 1.73 -3.61 0.037
H -1.78 3.24 -2.75 0.036
H -2.76 1.90 -2.07 0.026
H -1.82 -0.39 -1.12 0.039
H -0.26 -0.65 -0.40 0.021
H -0.55 -1.08 -2.13 0.042
H 1.16 0.22 -3.38 0.037
H 1.93 1.70 -2.89 -0.006
H 0.61 1.71 -4.10 0.040
H 2.62 2.97 0.93 0.107
H 3.30 4.15 -0.19 0.135
H 3.74 2.31 -1.82 0.095
H 3.10 1.17 -0.67 0.110
H 5.72 2.54 -0.71 0.114
H 4.98 2.47 0.91 0.118
H 5.30 0.07 -0.93 0.114
H 6.45 0.51 0.30 0.107
H 3.86 -0.84 0.60 0.107
H 3.96 0.56 1.65 0.096
H 5.28 -2.05 1.86 0.107
H 6.41 -0.75 2.05 0.109
H 4.59 0.24 3.71 0.073
H 5.69 -1.01 4.28 0.070
H 4.45 -6.15 5.58 0.136
C 2.46 -4.83 1.84 -0.093
O 1.19 -5.14 2.39 -0.201
C 0.52 -4.00 2.92 -0.201
C -0.50 -3.44 1.95 -0.192
O 0.10 -2.94 0.76 -0.213
C 0.04 -3.87 -0.32 -0.100
H 2.75 -5.66 1.19 0.096
H 2.44 -3.91 1.24 0.082
H 3.21 -4.73 2.63 0.064
H 1.25 -3.24 3.21 0.074
H 0.00 -4.33 3.82 0.130
H -1.00 -2.60 2.44 0.118
H -1.26 -4.19 1.71 0.128
H -0.95 -3.84 -0.79 0.091
H 0.26 -4.89 0.00 0.087
H 0.78 -3.57 -1.06 0.089
C -3.52 -8.06 2.82 -0.112
O -2.29 -7.74 2.19 -0.193
C -1.23 -7.47 3.10 -0.201
C -0.34 -8.68 3.32 -0.202
O -1.02 -9.75 3.93 -0.189
C -1.47 -10.74 3.02 -0.110
H -4.15 -8.55 2.09 0.089
H -3.37 -8.74 3.67 0.084
H -4.01 -7.15 3.17 0.087
H -1.63 -7.11 4.05 0.130
H -0.63 -6.67 2.66 0.100
H 0.47 -8.38 3.99 0.126
H 0.11 -8.99 2.37 0.129
H -0.65 -11.40 2.74 0.089
H -1.90 -10.29 2.12 0.083
H -2.24 -11.33 3.52 0.090
C -4.16 -0.07 -5.73 -0.105
O -4.57 0.48 -4.49 -0.204
C -5.04 1.81 -4.58 -0.216
C -6.55 1.89 -4.65 -0.208
O -7.06 1.30 -5.83 -0.187
C -7.53 -0.02 -5.65 -0.104
H -4.12 -1.15 -5.63 0.091
H -4.85 0.19 -6.54 0.086
H -3.16 0.29 -6.00 0.084
H -4.59 2.32 -5.44 0.129
H -4.71 2.32 -3.67 0.108
H -6.84 2.95 -4.68 0.127
H -7.00 1.44 -3.77 0.128
H -8.53 -0.02 -5.20 0.091
H -6.86 -0.61 -5.02 0.083
H -7.59 -0.49 -6.63 0.092
```

Its charge is +1. Its HOMO-LUMO gap is 7.4 eV.

No. 2
Here is 5 unconnected molecules or ions with the total composition C35H78N7O2S from the Open Molecules 2025 dataset. Energies are from ωB97M-V/def2-TZVPD.

Geometry as XYZ:
```
123
Properties=species:S:1:pos:R:3:lowdin_charge:R:1
C 4.45 -5.21 2.88 -0.177
C 4.68 -4.41 1.50 -0.519
S 3.17 -3.54 0.85 0.814
C 2.09 -4.70 -0.11 -0.377
C 0.62 -4.70 0.57 -0.135
N -0.01 -3.45 0.98 0.136
C -1.34 -3.76 1.54 -0.066
C -2.42 -2.69 2.10 -0.023
C -1.49 -5.32 1.48 -0.078
O -2.55 -6.22 1.89 -0.002
C -3.15 -5.76 3.15 -0.166
N -4.01 -5.31 3.88 0.194
N -0.24 -5.83 0.86 0.021
C 0.03 -7.27 0.56 -0.073
C 0.88 -8.05 1.69 -0.365
C -0.05 -9.25 2.24 -0.052
O 1.44 -7.20 2.72 -0.061
H 5.48 -5.22 3.42 0.084
H 4.19 -6.33 2.71 0.074
H 3.71 -4.70 3.59 0.081
H 5.13 -5.13 0.73 0.088
H 5.49 -3.61 1.72 0.095
H 2.46 -5.79 -0.13 0.099
H 2.00 -4.37 -1.22 0.104
H 0.37 -2.49 0.90 0.167
H -2.54 -1.84 1.32 0.100
H -2.18 -2.29 3.14 0.092
H -3.44 -3.22 2.13 0.074
H 0.60 -7.30 -0.44 0.147
H -0.99 -7.78 0.36 0.147
H 1.77 -8.54 1.16 0.155
H -0.21 -9.98 1.35 0.104
H -1.06 -8.77 2.53 0.088
H 0.43 -9.83 3.11 0.099
H 0.74 -6.77 3.26 0.109
C 0.61 3.94 3.27 -0.087
C -0.88 3.70 3.02 -0.265
N -1.16 2.59 2.12 -0.188
C -2.55 2.54 1.68 -0.250
C -3.62 2.28 2.74 -0.086
C -0.58 1.30 2.50 -0.257
C -0.95 0.72 3.86 -0.090
H 1.14 4.09 2.33 0.074
H 0.74 4.85 3.87 0.076
H 1.07 3.12 3.81 0.064
H -1.28 4.62 2.58 0.113
H -1.38 3.58 3.99 0.100
H -2.65 1.79 0.89 0.108
H -2.78 3.49 1.19 0.106
H -3.64 1.24 3.06 0.051
H -4.61 2.50 2.32 0.076
H -3.50 2.91 3.62 0.071
H 0.51 1.39 2.45 0.101
H -0.81 0.56 1.72 0.097
H -0.92 1.47 4.66 0.074
H -0.23 -0.06 4.13 0.070
H -1.93 0.26 3.85 0.042
C -7.02 -6.33 -4.03 -0.087
C -6.70 -5.85 -2.62 -0.267
N -5.41 -6.30 -2.12 -0.190
C -5.23 -6.07 -0.69 -0.251
C -5.20 -4.63 -0.20 -0.089
C -4.25 -5.97 -2.95 -0.250
C -3.99 -4.50 -3.26 -0.087
H -6.95 -7.42 -4.11 0.082
H -8.04 -6.04 -4.30 0.077
H -6.35 -5.89 -4.77 0.065
H -7.49 -6.25 -1.97 0.121
H -6.80 -4.76 -2.59 0.098
H -4.32 -6.58 -0.35 0.097
H -6.04 -6.59 -0.17 0.116
H -4.25 -4.15 -0.43 0.045
H -5.30 -4.62 0.89 0.063
H -6.02 -4.03 -0.61 0.075
H -4.35 -6.50 -3.90 0.104
H -3.35 -6.40 -2.50 0.106
H -4.90 -3.96 -3.52 0.072
H -3.30 -4.41 -4.10 0.074
H -3.52 -3.99 -2.42 0.047
C 1.19 8.79 1.98 -0.088
C 0.36 7.71 1.29 -0.276
N -0.18 8.12 0.00 -0.189
C -1.19 7.20 -0.52 -0.247
C -0.74 5.78 -0.87 -0.088
C 0.79 8.59 -0.98 -0.241
C 1.92 7.65 -1.38 -0.094
H 0.62 9.72 2.09 0.081
H 1.47 8.45 2.98 0.071
H 2.11 9.01 1.43 0.065
H -0.48 7.48 1.96 0.114
H 0.96 6.80 1.21 0.089
H -1.66 7.64 -1.40 0.113
H -1.99 7.13 0.22 0.107
H -0.17 5.75 -1.80 0.053
H -1.62 5.14 -1.01 0.068
H -0.14 5.32 -0.07 0.057
H 1.24 9.52 -0.60 0.103
H 0.27 8.91 -1.89 0.118
H 2.36 7.14 -0.52 0.068
H 2.72 8.21 -1.87 0.077
H 1.59 6.89 -2.10 0.041
C 2.74 4.42 -3.60 -0.096
C 4.17 4.00 -3.94 -0.270
N 5.17 5.04 -3.72 -0.190
C 6.47 4.73 -4.31 -0.251
C 7.23 3.53 -3.75 -0.093
C 5.21 5.61 -2.37 -0.241
C 5.47 4.66 -1.21 -0.086
H 2.46 5.33 -4.14 0.080
H 2.05 3.63 -3.88 0.072
H 2.62 4.60 -2.53 0.056
H 4.17 3.74 -5.01 0.118
H 4.41 3.08 -3.39 0.094
H 7.11 5.61 -4.25 0.113
H 6.32 4.56 -5.38 0.110
H 7.67 3.74 -2.77 0.054
H 8.05 3.27 -4.42 0.073
H 6.60 2.64 -3.66 0.064
H 4.27 6.13 -2.19 0.081
H 5.96 6.41 -2.35 0.119
H 4.88 3.74 -1.28 0.066
H 5.18 5.15 -0.27 0.071
H 6.52 4.40 -1.12 0.054
```

Its charge is +1. Its HOMO-LUMO gap is 5.8 eV.

No. 3
Here is a molecular structure, C35H80F3InNO13 from the Open Molecules 2025 dataset. Energies are from ωB97M-V/def2-TZVPD.

Geometry as XYZ:
```
133
Properties=species:S:1:pos:R:3:lowdin_charge:R:1
C 3.96 -3.15 3.33 -0.155
C 3.78 -3.70 1.76 -0.236
C 5.24 -3.72 0.96 -0.225
C 5.12 -3.03 -0.52 -0.220
C 5.49 -1.43 -0.57 -0.211
C 5.37 -0.64 0.86 -0.210
C 5.01 0.97 0.55 -0.197
C 4.09 1.58 1.80 -0.207
C 3.06 2.78 1.28 -0.282
C 1.49 2.27 1.15 -0.290
In 0.87 1.66 -0.94 0.802
C -1.23 0.70 -1.00 -0.267
C -2.07 1.04 0.39 -0.161
C -1.66 0.09 1.67 -0.206
F -2.76 -0.90 1.92 -0.029
F -0.42 -0.71 1.35 -0.019
F -1.45 0.87 2.94 -0.031
C 0.74 3.44 -2.40 -0.292
O 1.62 3.24 -3.56 -0.369
C 3.04 3.31 -3.14 -0.132
O 2.24 0.30 -1.85 -0.314
N 1.96 -0.88 -1.22 -0.105
O 2.27 -0.67 -0.04 -0.124
H 3.68 -4.00 4.13 0.071
H 3.27 -2.19 3.50 0.074
H 5.08 -2.78 3.48 0.067
H 3.13 -2.89 1.17 0.091
H 3.23 -4.73 1.76 0.094
H 6.13 -3.33 1.62 0.097
H 5.46 -4.88 0.77 0.095
H 4.01 -3.23 -0.89 0.110
H 5.87 -3.57 -1.27 0.106
H 4.68 -0.93 -1.30 0.094
H 6.57 -1.24 -1.02 0.116
H 4.51 -1.01 1.56 0.082
H 6.43 -0.66 1.39 0.113
H 4.29 1.02 -0.40 0.091
H 5.98 1.60 0.35 0.109
H 3.48 0.74 2.37 0.100
H 4.81 2.05 2.63 0.101
H 3.48 3.28 0.31 0.081
H 3.08 3.59 2.14 0.090
H 0.77 3.14 1.52 0.047
H 1.34 1.36 1.88 0.034
H -1.16 -0.47 -1.15 0.048
H -1.80 1.16 -1.91 0.045
H -3.25 1.02 0.19 0.110
H -1.76 2.15 0.68 0.119
H -0.37 3.54 -2.82 0.069
H 1.06 4.39 -1.75 0.058
H 3.09 3.55 -1.99 0.068
H 3.63 2.31 -3.38 0.104
H 3.51 4.22 -3.73 0.093
C -1.01 6.55 -5.08 -0.109
O -0.37 7.08 -3.92 -0.195
C 1.06 6.93 -3.99 -0.195
C 1.74 8.25 -4.37 -0.193
O 1.43 8.62 -5.71 -0.198
C 0.44 9.64 -5.77 -0.118
H -2.06 6.89 -5.07 0.086
H -0.55 6.91 -6.00 0.081
H -1.00 5.46 -5.05 0.086
H 1.34 6.13 -4.68 0.126
H 1.39 6.63 -2.99 0.117
H 2.82 8.11 -4.32 0.121
H 1.47 9.04 -3.66 0.122
H 0.88 10.60 -5.47 0.083
H -0.42 9.42 -5.14 0.082
H 0.09 9.73 -6.81 0.086
C -4.74 1.90 3.22 -0.092
O -5.24 1.77 1.90 -0.200
C -5.65 0.43 1.60 -0.205
C -7.17 0.28 1.67 -0.191
O -7.64 0.43 3.01 -0.202
C -8.22 1.72 3.24 -0.110
H -4.65 2.96 3.46 0.093
H -5.40 1.43 3.96 0.077
H -3.74 1.44 3.28 0.070
H -5.15 -0.28 2.26 0.117
H -5.32 0.23 0.57 0.115
H -7.44 -0.73 1.35 0.121
H -7.67 0.99 0.99 0.123
H -9.19 1.78 2.75 0.085
H -7.57 2.52 2.88 0.085
H -8.36 1.84 4.32 0.079
C 5.82 -7.88 -1.70 -0.110
O 4.88 -7.14 -0.93 -0.209
C 3.56 -7.24 -1.47 -0.188
C 2.70 -8.22 -0.66 -0.192
O 3.17 -9.56 -0.82 -0.200
C 3.92 -10.00 0.30 -0.114
H 6.75 -7.95 -1.13 0.088
H 5.47 -8.90 -1.91 0.081
H 6.02 -7.36 -2.64 0.087
H 3.58 -7.51 -2.53 0.125
H 3.11 -6.24 -1.39 0.123
H 1.68 -8.19 -1.05 0.123
H 2.67 -7.94 0.39 0.124
H 3.25 -10.20 1.15 0.085
H 4.68 -9.27 0.60 0.083
H 4.42 -10.94 0.03 0.087
C -5.59 1.23 8.77 -0.112
O -6.09 1.11 7.44 -0.198
C -6.49 -0.23 7.14 -0.188
C -8.02 -0.38 7.21 -0.189
O -8.49 -0.23 8.55 -0.198
C -9.06 1.05 8.78 -0.114
H -5.50 2.30 9.00 0.088
H -6.25 0.77 9.50 0.081
H -4.59 0.78 8.83 0.088
H -6.00 -0.95 7.81 0.125
H -6.17 -0.44 6.12 0.121
H -8.29 -1.39 6.89 0.124
H -8.51 0.33 6.54 0.115
H -10.04 1.11 8.30 0.085
H -8.42 1.86 8.42 0.083
H -9.20 1.18 9.86 0.087
C 0.26 -2.74 -7.34 -0.119
O 1.42 -2.03 -6.89 -0.199
C 1.16 -0.64 -6.70 -0.194
C 0.98 -0.30 -5.22 -0.184
O -0.21 -0.89 -4.69 -0.194
C 0.05 -2.06 -3.93 -0.107
H 0.46 -3.81 -7.26 0.085
H -0.62 -2.51 -6.73 0.082
H 0.06 -2.50 -8.39 0.081
H 0.28 -0.32 -7.28 0.121
H 2.03 -0.10 -7.08 0.120
H 0.87 0.78 -5.11 0.123
H 1.86 -0.61 -4.64 0.124
H 0.49 -1.78 -2.96 0.057
H 0.72 -2.75 -4.45 0.082
H -0.89 -2.58 -3.74 0.087
```

Its charge is -1. Its HOMO-LUMO gap is 6.9 eV.